Entry P
The following is a quantum chemistry calculation of 2 unconnected molecules or ions with the total composition CH3NO3P, from the OMol25 dataset.

Structure (XYZ):
```
9
CH3NO3P (the ωB97M-V functional and the def2-TZVPD basis)
C 1.5588 -1.4265 0.7490
N -1.8194 -0.2843 -0.8963
O -1.7068 2.3295 -0.2678
O 2.4966 -0.6601 0.5063
O 0.5344 1.0491 -0.6258
P -1.0970 0.9767 -0.2474
H 1.6764 -2.0859 1.7343
H -2.6659 -0.1356 -0.4853
H 1.0230 0.2372 -0.4670
```

Results
- Multiplicity: 3
- Total charge: -1
- E_HOMO (alpha / beta): -1.4549 / -4.0520 eV

Entry Q
The following is a quantum chemistry calculation of a gas-phase ion, CH3NO3P (charge -1), from the OMol25 dataset.

Structure (XYZ):
```
9
CH3NO3P (the ωB97M-V functional and the def2-TZVPD basis)
C 1.0031 -0.7725 -0.3002
N -1.0026 -0.1053 1.2461
O 0.5068 2.0365 0.2429
O 2.1854 -0.9212 0.0084
O -1.2405 0.7001 -1.2965
P -0.1363 0.6816 0.0925
H 0.3500 -1.5398 -0.9014
H -0.5000 0.2307 2.1022
H -1.1659 -0.3101 -1.1939
```

Results
- Multiplicity: 3
- Total charge: -1
- E_HOMO (alpha / beta): -1.5969 / -4.3143 eV

Which one is most stable, and which one is least stable? entry Q is the most stable of them, while entry P is the least stable.